Below is a cluster of 2 separate species, C4H9NO in total, with properties calculated with the ωB97M-V functional and the def2-TZVPD basis.

Geometry as XYZ:
```
15
C4H9NO the ωB97M-V functional and the def2-TZVPD basis
C -1.2533 0.0731 1.8001
C -0.1199 -0.2961 1.2085
N 0.9079 0.5808 0.8487
C 2.0283 0.1733 0.1761
O 2.2492 -0.9673 -0.1705
H -2.0051 -0.6691 2.0429
H -1.4724 1.1095 2.0480
H 0.0982 -1.3239 0.9366
H 0.8166 1.5589 1.0818
H 2.7244 1.0076 -0.0233
C -0.8237 -0.2440 -2.0361
H -1.4313 -0.1655 -1.1310
H 0.1072 -0.7682 -1.8014
H -0.5946 0.7598 -2.4042
H -1.3746 -0.7989 -2.7989
```

Calculated values
E_tot ... -7831.091 eV
Structure (SMILES) ... C=CNC=O.C
E_HOMO ... -9.12 eV
Frontier orbital gap ... 9.978 eV
Molar mass ... 87.1 g mol⁻¹
Lowest unoccupied orbital energy ... 0.861 eV